Density functional theory data (ωB97M-V/def2-TZVPD) for a 8-piece molecular cluster, C24H57ClN7O10 overall.

Last column: Mulliken charge in e.
Cartesian coordinates (Å):
Cl -19.25556 1.81749 26.06466  1.3494
O -20.60945 1.75450 26.50200  -0.6987
O -19.22388 1.56661 24.68563  -0.5326
O -18.68544 3.09183 26.27450  -0.5776
O -18.50619 0.82052 26.74122  -0.4429
C -15.59141 4.38128 26.86391  -0.6968
C -15.69817 4.41398 28.36485  -0.8916
N -15.12826 3.28886 29.11972  0.2089
C -13.65423 3.19113 29.00126  -0.1746
C -12.95229 4.35586 29.76230  -1.4395
C -15.78727 2.05981 28.70057  0.0648
C -15.88865 1.09455 29.86649  -1.3799
H -14.53637 4.35605 26.59119  0.4033
H -15.98979 5.27018 26.37475  0.4634
H -16.06830 3.53489 26.36966  -0.0638
H -15.17506 5.23622 28.85310  0.4515
H -16.73838 4.56984 28.65084  0.3501
H -13.22712 2.31943 29.49705  0.3977
H -13.27844 3.21407 27.97834  0.2216
H -13.15428 5.33708 29.33275  0.3314
H -13.29210 4.45949 30.79278  0.3464
H -11.86475 4.36438 29.83504  0.4127
H -15.23590 1.57495 27.89497  0.1378
H -16.79122 2.17421 28.29180  0.0432
H -16.28140 0.10799 29.62038  0.1360
H -16.31984 1.47593 30.79208  0.3408
H -14.86527 0.91885 30.19804  0.3418
C -23.18188 6.43156 28.20916  0.1609
O -24.18587 7.04454 27.84092  -0.6211
N -22.95831 5.12649 27.90269  0.2297
C -21.70832 4.55154 28.31166  -0.8616
C -23.95132 4.28500 27.25764  -0.9386
H -22.39407 6.89870 28.82018  0.2844
H -21.04881 4.35532 27.46628  0.1783
H -21.91403 3.55917 28.71290  0.3004
H -21.09534 5.15874 28.97775  0.3208
H -24.85235 4.73370 26.83938  0.3142
H -23.60225 3.80090 26.34555  0.2762
H -24.29279 3.49525 27.92682  0.3578
C -21.32889 3.52793 22.65842  0.7222
O -21.97123 2.81155 21.85806  -0.6923
N -21.96910 4.52378 23.36782  0.1466
C -21.25626 5.23309 24.46637  0.1115
C -23.32347 4.98196 23.02265  -0.9718
H -20.27136 3.42222 22.94591  -0.1479
H -20.40122 4.65443 24.81589  -0.0493
H -21.90273 5.23436 25.34395  -0.3824
H -21.03226 6.28290 24.27707  0.2920
H -23.93665 5.23011 23.88898  0.2713
H -23.24593 5.89979 22.43984  0.3587
H -23.86898 4.31925 22.35083  0.3108
C -14.95357 4.10332 21.95501  0.1136
O -13.86799 3.61255 21.62477  -0.6241
N -15.90246 3.49636 22.67038  0.2213
C -17.25089 4.14245 22.84050  -0.7231
C -15.64786 2.22761 23.40088  -0.7844
H -15.28890 5.10686 21.65061  0.2582
H -17.48633 4.35085 23.88416  0.1826
H -18.05963 3.45105 22.60381  0.1970
H -17.29186 5.01178 22.18423  0.3707
H -15.08463 2.41097 24.31589  0.2410
H -16.54871 1.68352 23.68471  0.0765
H -15.11055 1.45336 22.85324  0.4006
C -20.85948 -3.21227 22.94634  0.0744
O -19.64561 -3.18819 22.76656  -0.5250
N -21.65329 -2.12062 23.23057  0.1763
C -23.10388 -2.34918 23.50571  -1.0227
C -21.20446 -0.74335 23.44120  -0.6840
H -21.50737 -4.09011 22.79858  0.2846
H -23.66715 -2.02779 22.62963  0.2906
H -23.38970 -1.78609 24.39417  0.2953
H -23.22377 -3.40914 23.72979  0.3959
H -21.45249 -0.34771 24.42611  0.2616
H -20.12304 -0.78780 23.31218  0.1301
H -21.66663 -0.06373 22.72523  0.2996
C -18.61624 -1.47661 29.65983  0.1690
O -19.17217 -1.50874 30.75276  -0.6901
N -17.83724 -2.43750 29.19333  0.1489
C -17.23773 -2.32036 27.87602  -0.9866
C -17.55327 -3.70005 29.85734  -1.0117
H -18.67754 -0.62280 28.96741  0.4486
H -16.19348 -2.01412 27.93813  0.4272
H -17.77995 -1.54725 27.33161  0.0357
H -17.35084 -3.21036 27.25698  0.4127
H -17.89171 -4.55775 29.27605  0.3195
H -16.49641 -3.92693 29.99768  0.3107
H -18.03360 -3.70584 30.83579  0.3742
C -16.82017 -1.43863 23.93687  0.2806
O -17.21422 -2.00664 22.89702  -0.6359
N -15.54554 -1.30291 24.36606  0.2902
C -15.16642 -0.53716 25.56242  -1.0326
C -14.45527 -2.06465 23.74247  -1.1622
H -17.54749 -1.11044 24.69548  0.3541
H -14.83827 -1.23311 26.33447  0.6289
H -15.98240 -0.07973 26.12191  -0.1049
H -14.39734 0.22911 25.46522  0.4186
H -13.59285 -1.51819 23.36076  0.3045
H -14.20365 -2.89155 24.40656  0.3474
H -14.85374 -2.53235 22.84215  0.3729

Results
Energy above the lowest of the compared OMol25 structures with the same formula, charge and spin, kJ/mol: 0.00
Charge: -1
HOMO-LUMO gap, eV: 9.05
E_tot, Eh: -2544.3134

---

Density functional theory data (ωB97M-V/def2-TZVPD) for C13H13Cl3LiPSi as an isolated structure.

Last column: Mulliken charge in e.
Cartesian coordinates (Å):
Li 0.87590 -0.72845 0.28768  0.8866
C 0.20710 -0.63182 4.32556  -1.4150
P 0.18497 -0.05862 2.59127  0.1596
C -1.43984 0.75234 2.39901  0.6519
C -2.56976 0.27130 3.06610  -0.4100
C -3.82235 0.83424 2.82924  -0.5709
C -3.95780 1.87753 1.92096  -0.4325
C -2.83882 2.35556 1.24912  -0.6646
C -1.58852 1.79602 1.48231  -0.3640
C 1.36473 1.34062 2.62518  0.4513
C 1.02218 2.61320 3.08191  -0.2167
C 1.96675 3.62720 3.11076  -0.6797
C 3.26872 3.38116 2.67992  -0.3913
C 3.62406 2.11930 2.22238  -0.6845
C 2.67176 1.10492 2.19327  -0.2323
H -0.12251 0.17318 4.97772  0.3997
H 1.23137 -0.90056 4.57222  0.3723
H -0.42048 -1.50997 4.47614  0.4236
H -2.48490 -0.54242 3.77873  0.2560
H -4.69197 0.45610 3.35530  0.3755
H -4.93164 2.31938 1.73694  0.3746
H -2.93621 3.16486 0.53396  0.3899
H -0.72412 2.17139 0.93943  0.3287
H 0.00772 2.81752 3.40752  0.4231
H 1.68500 4.61242 3.46527  0.3786
H 4.00125 4.17997 2.69330  0.3896
H 4.63187 1.92390 1.87259  0.4082
H 2.96375 0.12970 1.82218  0.3575
Cl 3.48143 -1.54061 -1.01077  -0.2882
Si 1.60409 -1.25559 -2.07657  0.0258
Cl 2.23546 -0.66194 -3.99559  -0.2701
Cl 1.20661 0.89336 -1.17734  -0.4326

Results
Energy above the lowest of the compared OMol25 structures with the same formula, charge and spin, kJ/mol: 47.48
Charge: 0
HOMO-LUMO gap, eV: 8.29
E_tot, Eh: -2522.3087

---

Density functional theory data (ωB97M-V/def2-TZVPD) for C23H53NO5SSi2 as an isolated structure.

Last column: Mulliken charge in e.
Cartesian coordinates (Å):
C -0.67756 -3.47220 -0.32496  -1.2962
C -0.67654 -2.05912 -0.87710  1.3192
S -2.22552 -1.23492 -0.42723  -0.1335
C -1.81334 0.44387 -0.97277  -0.3336
Si -2.75898 1.84792 -0.15292  0.2587
N -2.69566 3.22721 -1.21634  -0.6811
O -4.31279 1.40756 0.09739  -0.2592
C -5.14280 1.12353 -1.00764  -0.8167
C -6.00235 -0.14790 -0.79668  0.5007
C -6.01545 -1.05545 -2.03893  -1.3257
O -5.50771 -0.84003 0.34377  -0.5047
O -2.11958 2.33669 1.27187  -0.5981
Si -1.29062 1.38681 2.36577  -0.3370
C -1.38325 2.22997 4.03182  -0.7520
C -0.79389 1.44659 5.22341  -0.5747
C -1.14886 -0.04532 5.26863  -0.8491
C -0.14735 -0.97814 4.59178  0.5190
O 0.44020 -1.80630 5.59373  -0.6043
C 0.46196 1.13546 1.71611  0.2192
C 1.61299 1.82222 2.45657  -0.7046
C 2.98691 1.48104 1.86959  -1.1205
C 3.29230 -0.02733 1.90435  -0.6882
C 3.13189 -0.70835 0.54740  0.5924
C 3.50072 -2.18778 0.56750  -0.7680
C 3.56597 -2.83681 -0.81273  -1.1982
C 2.24395 -2.79244 -1.60411  1.2566
C 2.35320 -2.13959 -2.98052  -1.6359
C 2.68424 -0.64991 -2.93546  0.4250
C 2.38923 0.07521 -4.24696  -0.7570
C 2.49540 1.57386 -4.08405  -0.3863
O 1.95129 2.20476 -5.22146  -0.3236
C 2.09640 3.60154 -5.17739  -0.7084
H -0.65188 -3.45492 0.76507  0.2706
H 0.20238 -4.01432 -0.67509  0.3542
H -1.56505 -4.02013 -0.64416  0.4460
H -0.55640 -2.06487 -1.96249  0.2227
H 0.14835 -1.48950 -0.44207  -1.1120
H -2.03342 0.51190 -2.04506  0.7559
H -0.73638 0.60408 -0.87342  -0.0785
H -2.47661 2.97417 -2.17464  0.2660
H -1.97473 3.88271 -0.93267  0.2309
H -5.81494 1.97337 -1.15700  0.2869
H -4.56319 1.01557 -1.93449  0.2648
H -7.02368 0.18293 -0.58040  0.4841
H -5.58484 -2.02012 -1.76840  0.3060
H -5.42272 -0.64441 -2.85808  0.3105
H -7.02826 -1.22512 -2.40679  0.3578
H -6.22040 -1.38262 0.69937  0.2768
H -1.94406 0.06599 2.46585  0.0237
H -2.43859 2.42727 4.24050  0.4738
H -0.88244 3.19944 3.94793  0.3871
H 0.29228 1.56557 5.26374  0.2692
H -1.16927 1.89860 6.14441  0.3984
H -1.19126 -0.35870 6.31319  0.4490
H -2.14865 -0.21559 4.86419  0.2913
H 0.63135 -0.39226 4.08309  -0.3076
H -0.64602 -1.59327 3.83406  0.1700
H 1.00159 -2.46389 5.16148  0.3257
H 0.63094 0.05588 1.63529  -0.1596
H 0.45948 1.51908 0.68731  0.7313
H 1.46931 2.90677 2.40918  0.4733
H 1.62212 1.54737 3.51651  0.0820
H 3.03088 1.83172 0.83274  0.4450
H 3.74190 2.02242 2.44405  0.4163
H 4.31942 -0.18352 2.24755  0.5608
H 2.63297 -0.50717 2.63827  0.1593
H 2.09068 -0.60611 0.22427  -0.6062
H 3.75731 -0.18665 -0.18605  0.2086
H 2.76922 -2.73518 1.17480  0.2531
H 4.47324 -2.30236 1.05805  0.4269
H 3.85456 -3.88105 -0.67603  0.2773
H 4.36172 -2.36585 -1.39900  0.4547
H 1.89373 -3.81594 -1.76532  0.7143
H 1.45708 -2.29754 -1.02770  -1.2003
H 1.39575 -2.26097 -3.49579  0.4900
H 3.12258 -2.67398 -3.54829  0.3728
H 3.73688 -0.49700 -2.67360  0.3178
H 2.09825 -0.17918 -2.13633  -0.2409
H 3.10901 -0.23658 -5.00831  0.2325
H 1.38252 -0.17129 -4.59214  0.3196
H 1.95144 1.89822 -3.18353  0.2325
H 3.54981 1.86542 -3.96410  0.3501
H 1.59458 4.01361 -6.05039  0.2549
H 3.15387 3.89349 -5.18977  0.2903
H 1.64315 4.02184 -4.27223  0.2857

Results
Charge: 0
HOMO-LUMO gap, eV: 8.78
E_tot, Eh: -2316.4300